Here is C45H69Ge2HgN3O3PSSeSi2 as an isolated structure from OMol25. Energies are from ωB97M-V/def2-TZVPD.

Geometry as XYZ:
```
128
C45H69Ge2HgN3O3PSSeSi2 | OMol25 | ωB97M-V/def2-TZVPD
H -0.71445 6.18164 -3.27705
C -3.45219 1.94306 4.59068
C -4.19753 -2.57362 -3.52678
H 3.97052 -3.23548 -4.44336
H -0.63266 3.13038 4.65927
C 0.50258 5.68267 -1.57373
H -4.33989 0.71801 1.36236
C -2.40241 -1.98171 -1.80330
H -2.83510 -6.15841 -3.81948
H 3.85681 -1.96025 4.59552
H 2.30486 1.82138 -2.25921
C 2.66235 5.08575 1.29355
H -4.04059 -2.45797 2.97597
H -0.75358 -4.04526 0.98225
H 3.09280 -1.74150 -4.07278
H 3.56242 -5.29062 1.87997
H 5.70567 0.68064 0.34552
H 6.72380 -1.56008 -0.04930
C 4.06401 -2.23614 -4.01286
C 6.50469 -1.23274 0.96840
H -2.02723 -4.46786 -0.13636
H -3.75558 1.63131 -3.15855
H -4.59611 -1.56945 -3.47673
C 2.53901 -1.71311 2.90932
C -2.97386 -0.80478 -1.50804
H -0.04645 -4.31881 -3.81391
C 1.36995 8.29719 -1.59809
H 4.78661 -1.65908 -4.59336
C 1.05158 3.93684 -0.22718
H 3.62294 5.49512 0.97302
H -2.89574 -3.76300 2.59971
H -2.80864 3.29854 1.04622
C 2.38425 -3.53465 1.48167
H -2.85432 3.95301 2.68095
C -3.27345 2.48554 -2.67588
H 3.61267 3.70214 -3.17300
C -3.47042 -0.73507 5.19085
C -0.81336 -2.69386 4.53143
C 1.42650 6.13685 -0.62068
H -1.32326 1.55720 -2.49000
H -0.06354 -2.09827 5.05915
Ge -0.62380 -2.44717 -0.96781
H 1.52291 -2.18184 -2.26795
C 3.81247 -3.72174 3.36485
H -5.52093 1.33503 -1.40843
H -4.91575 2.16804 6.14856
H -3.94151 -0.59897 -1.97183
C -4.34129 -4.78311 -4.48799
H -1.59231 2.90417 -1.39085
C -3.08842 -2.69084 2.48952
H 0.55755 3.28959 3.33970
C 0.45212 7.84885 -2.53857
C 0.57149 -2.59852 -2.61090
H -0.35504 3.71761 -1.73894
C -3.08110 -2.92391 -2.75121
Ge -2.41150 0.70575 -0.31974
C 0.85472 -3.90174 -3.36308
C -2.61461 1.08838 3.86052
C -2.61949 -4.23582 -2.89973
O 4.66198 -1.02031 -2.01335
H -1.75963 -4.53592 -2.32016
H -5.60488 -0.21939 -0.58278
H 1.70694 9.32570 -1.62719
C 3.45469 -2.44199 3.71445
C 3.28635 -4.29443 2.20132
P 3.49482 -0.48901 -0.92893
H -0.32373 -6.32309 0.20873
C -4.27995 1.47867 5.60160
H -3.49246 -1.79559 5.42853
H -4.25054 2.28044 0.59283
H -4.82932 -5.49115 -5.14749
C 0.00038 6.52843 -2.54260
H 4.50075 -4.28822 3.98460
H -0.40940 -5.84450 -1.48413
H 2.26774 5.68756 2.11458
C -4.26885 1.20528 0.38536
C 5.41802 -0.17426 0.95844
H 1.57087 -3.73327 -4.17657
H 3.67959 1.17867 -3.18474
H 6.17491 -2.09688 1.54773
C -0.15137 -5.49057 -0.48244
H -3.20623 -2.48835 1.41996
H 0.47834 1.79746 4.27698
H -4.92541 -0.25458 6.70073
C -4.28614 0.12483 5.90992
C 3.39709 1.74954 -2.29338
S 2.11751 -0.08745 3.23099
H -6.43162 1.18092 0.09477
H -1.42179 4.19780 1.67116
Se 1.08781 2.28558 0.48711
C 4.51057 -2.31847 -2.56418
C -2.07094 2.03497 -1.84369
O 4.20198 -0.74170 0.47903
H 2.58930 7.78936 0.12003
C -4.81431 -3.48130 -4.37200
H 7.41561 -0.83184 1.42041
O 3.86359 1.09135 -1.12582
C -3.23115 -5.15152 -3.74378
H -1.51812 -3.10112 5.26501
Si -1.65835 -1.62433 3.20417
C 4.00923 3.13368 -2.32862
H 0.92151 -5.28830 -0.47873
H 0.07808 8.53492 -3.28791
H -4.02084 2.97833 -2.04945
H 5.20418 0.17075 1.97141
H 3.76883 3.66079 -1.40355
C -0.12352 2.59936 3.84473
H 1.93053 -3.92320 0.57440
H -3.45243 3.00683 4.37476
H 5.47941 -2.82126 -2.49395
H -5.67592 -3.17093 -4.95355
C -5.52090 0.85823 -0.42527
H 2.79450 4.06059 1.63737
C 1.87405 7.44436 -0.61471
N 1.73947 5.06084 0.18608
C -2.63065 -0.28291 4.16564
Hg -0.23919 -0.96430 1.24020
C -0.95640 -4.25418 -0.07259
H 1.28341 -4.66211 -2.70799
H 5.09469 3.06889 -2.42149
N 0.30545 4.34552 -1.30428
Si -1.39373 1.87851 2.60433
C -2.20814 3.48251 1.93164
N 1.99981 -2.31133 1.82591
H -2.99300 3.19520 -3.46725
H 3.78922 -2.90799 -1.98524
H 0.14925 -1.86171 -3.30259
H -0.29075 -3.52769 4.05318
```

charge	-2
⟨S²⟩	0.76
calculated total energy	-276831.20539	eV
HOMO (spin up / spin down)	0.126 / -0.844	eV
Kohn-Sham gap (spin up / spin down)	3.625 / 4.591	eV
multiplicity	2

Löwdin atomic charge list, values in e, 5 entries: 0.108 -0.125 -0.047 0.067 0.014

Here is a 7-piece molecular cluster, C45H70IN3O9P2S overall from OMol25. Energies are from ωB97M-V/def2-TZVPD.

Geometry as XYZ:
```
131
C45H70IN3O9P2S | OMol25 | ωB97M-V/def2-TZVPD
H 4.04717 3.89081 2.49534
O -1.84261 -6.05535 -5.59886
H -2.87782 -4.17475 -1.86111
H -0.90186 2.34497 -3.93952
H 3.19100 2.79641 6.30002
H -2.65986 6.68949 4.15689
H 2.66488 5.72271 7.55358
C 2.17450 3.19080 6.34751
H -1.58426 -3.60040 -5.99625
C -2.61702 -4.21922 -0.78545
I 2.93901 -3.03913 2.75534
H 1.13883 -6.25954 -6.33037
H -5.11675 -7.08943 -1.85100
H -1.01124 0.58272 -4.07760
C 0.14829 4.34798 -2.04580
C -8.61389 -3.30748 2.31793
H 0.18105 -3.77205 -5.99594
C -5.10214 -1.89009 0.38415
H 1.29575 1.87906 -4.32164
H -4.57925 -9.10787 1.86437
H 10.10292 0.31490 0.58411
H 5.54172 2.43503 0.58200
C -1.10496 1.19075 -2.03077
N -0.49889 -3.15391 -2.71330
H 0.92892 -6.27970 1.92190
O 4.30876 -1.48695 0.25790
H -0.94822 -2.25230 -2.85095
O 9.16701 2.25089 -1.61714
C 9.34099 1.08447 0.44486
N 0.90901 1.27729 -3.60695
H -1.04643 -5.47935 -1.60746
H -2.18897 -2.11537 -1.07186
H 0.14477 -3.32483 -3.48265
P 4.05762 1.31292 1.62133
H 1.10885 5.57122 -0.02780
H 3.19613 1.84361 2.62956
H -2.66616 5.44780 -2.48724
C 0.70787 -3.98800 0.77509
H 2.41890 6.55866 0.58499
H 8.44341 0.83209 1.01348
H -2.01648 -2.56879 0.62519
C -1.70908 6.64986 3.62243
H 2.86852 6.59154 6.02207
C -4.09794 -8.98170 0.89571
O 1.46830 4.88910 4.84441
O -7.44591 -1.24502 2.17625
H -4.01105 -9.95845 0.41672
C -0.74619 -4.12752 -6.45039
H -9.59973 -3.35534 2.78378
C -4.04560 -2.24080 -0.10471
H 0.21824 -6.40976 -7.85556
C 2.18145 5.78481 -0.17590
C 3.20003 -1.15060 -0.07573
H -0.87953 6.71701 4.32866
H -1.32766 -5.73194 0.12392
H 1.42438 3.68393 -3.64570
C 8.43931 -0.00868 -1.70293
H -0.74149 -3.92060 -7.52178
H 1.52447 2.55787 5.74450
H 9.73123 2.03335 0.80949
C -7.55612 -2.15937 4.36449
H 4.26565 -0.03195 1.99201
H -0.83483 1.98641 -1.32118
H 7.50497 -0.30837 -1.22396
C 2.98636 5.62769 6.51504
H -1.58411 3.23760 2.93298
H -0.06385 -7.54697 -6.52562
C 3.10374 1.44794 0.02436
O 1.67011 -1.44945 -3.55568
O -0.06416 5.74760 -2.13525
H -2.21365 1.20317 -2.11483
H 0.11146 4.04576 -0.97096
C 1.55031 3.89921 -2.56770
C 2.78903 0.22181 -0.58922
O -1.49409 5.36958 1.63374
H -3.44573 -7.27930 -1.29073
C -2.63496 -2.74474 -0.27225
H 8.23911 0.22390 -2.74799
C -0.90017 -5.60992 -6.21165
H -3.44953 -4.74745 -0.28444
C -1.61193 5.36630 2.84091
C 2.14307 4.59817 5.80756
C 3.06684 4.25535 2.12687
H 2.22816 3.65295 2.50617
C 2.06830 -2.20123 -0.09093
H -3.02625 5.50978 -0.73893
H -8.49561 -2.15731 4.91980
C 1.31497 -2.22619 -1.28826
N 5.44688 2.05827 1.52449
P 3.21217 4.31260 0.26826
H -3.03079 6.99661 -1.67582
H 4.03800 5.33901 6.47488
H -8.07347 -4.23975 2.49070
H -6.98876 -1.26919 4.63195
H -0.86027 5.71771 -0.17455
C -1.66527 4.07921 3.61987
C -4.93187 -8.06001 0.03950
H -6.04469 -1.34597 0.55349
C -0.56656 1.40274 -3.46792
H -0.69993 3.83815 -2.53636
C -4.42317 -7.76220 -1.34906
C 1.79226 -3.07357 0.96029
H 1.81751 3.17919 7.37867
C -0.99729 6.19624 -1.16706
H -6.96966 -3.04162 4.62618
H 9.16129 -0.82601 -1.65693
C 2.72405 2.72634 -0.53767
C -0.04650 -4.01710 -0.42288
H -0.85989 0.18051 -1.64508
C 1.64063 1.39409 -2.37889
H 2.39752 6.23947 -1.15015
O -5.96371 -7.58096 0.45044
H -2.61436 4.00621 4.15415
H -4.35092 -8.68555 -1.92635
H -8.73946 -3.16957 1.24522
C -2.49749 6.03118 -1.56529
C 2.03040 0.18329 -1.78989
C 0.17242 -6.51251 -6.77007
H -3.10636 -8.55189 1.04950
H -1.65650 7.49505 2.93736
H -0.82795 7.28193 -1.01016
S 0.24456 -5.11608 2.09770
C -7.83401 -2.14824 2.88293
C 1.99778 2.65005 -1.77645
H -0.83308 4.03941 4.32568
C 1.66651 -1.19485 -2.37891
H 2.31045 4.69223 -2.50860
C -1.23687 -4.95407 -0.65080
H 3.01081 5.31151 2.45398
C 0.25641 -3.12322 -1.49421
C 8.99974 1.21325 -1.01764
```

calculated total energy	-108205.75578	eV
SMILES	C#CCCCc1c(N)c2c(c(I)c1S)C(=O)c1c([PH2]=N)c(P(C)C)c(CCOCC)c(NCC)c1C2=O.CC(C)=O.CC(C)=O.CC(C)=O.CC(C)=O.CC(C)=O.CC(C)=O
HOMO	-7.632	eV
Kohn-Sham gap	6.853	eV
multiplicity	1

Löwdin atomic charge list, values in e, 5 entries: 0.005 0.065 0.109 0.102 0.089

Here is a 10-piece molecular cluster, C45H72N3O28P overall from OMol25. Energies are from ωB97M-V/def2-TZVPD.

Geometry as XYZ:
```
149
C45H72N3O28P | OMol25 | ωB97M-V/def2-TZVPD
H -9.68317 1.26668 0.47161
H -0.99595 -1.91373 1.19176
H -3.36513 3.72950 -1.80720
H 3.70580 1.45995 -5.04587
C -3.70202 -0.87106 -2.74119
O 2.90635 -1.90087 -3.04166
C 2.29267 -2.96962 -3.19458
C 0.05420 -1.76480 0.94052
O 1.42506 -4.36511 2.93643
H 0.79859 3.83511 -7.05937
H 2.65635 -6.58369 5.93854
C 3.62108 0.10143 -0.55029
C -1.89724 0.89573 6.08543
H 0.69375 -6.43846 4.34189
O -0.68058 -4.62233 -0.86429
H 4.10616 -6.57393 -3.49886
H 3.81615 -6.64694 4.61857
C -0.09312 0.90460 4.37951
H 3.92717 -0.01821 -1.58956
C 3.61995 5.96729 7.23441
H 4.61603 -4.24776 -4.44802
P 1.19031 0.64780 0.38928
C -1.39930 0.51687 4.82223
C 2.35794 2.64065 -6.27623
H -5.69439 -6.38405 1.30332
C 1.04163 3.17161 -6.24261
H -2.35674 -8.88948 0.78359
H 2.12700 1.09246 -3.23620
N -1.29200 3.44287 -5.27222
H 0.27209 0.46911 3.46115
C 5.97044 3.16359 -0.46632
O 2.18669 -0.17660 -0.47974
O 3.63160 5.98370 5.80024
C 0.04473 2.31415 6.31032
H 1.66723 2.01620 4.90107
C 0.58696 2.09626 -4.16061
O 0.57878 -0.54324 1.42335
H 3.72824 -5.90547 -1.94503
H 5.39818 4.19446 1.75248
H 5.39144 -5.92521 -2.50235
H -5.05308 3.70004 -2.52892
H 4.49310 2.84985 3.70939
O 2.05776 -6.51124 2.66388
C -2.59394 -5.57058 0.02362
C -4.10312 -7.75755 0.96503
H 0.01582 1.83513 -3.28198
C -1.91747 -6.78385 0.21592
H 6.73815 3.56518 2.64817
H 3.00718 3.01627 -7.05328
H -0.91854 -2.25162 -3.30677
C -8.67099 1.44885 0.11051
O -0.06364 0.88976 -0.65020
H -5.18898 0.21212 -8.57064
C 5.90751 3.26558 2.00912
O -1.73446 3.90156 -6.34347
H -2.18775 1.21329 -0.87718
C -5.83534 2.74534 -0.23440
O 6.76079 2.62288 -1.40366
H 0.59194 -2.58223 1.42085
C 2.72073 1.87004 -5.21275
C -4.78244 1.39405 -6.77155
H -3.85737 -1.93800 -2.90117
H 3.15999 -4.12966 -0.44538
H -5.82793 1.49605 -6.48057
H -7.42048 0.83934 1.87044
O 6.44273 2.78817 0.84079
H -2.94458 0.78617 6.32517
C -4.26265 3.14865 -2.01971
O -3.94463 0.62095 -5.92183
C 1.86390 1.62320 -4.13924
H -4.39283 -4.40654 0.31464
O 1.30987 5.96554 5.73752
O -5.67839 0.21763 -4.28512
H -1.22024 2.56595 -0.53873
O -2.59152 1.87149 8.72805
C 4.20972 -4.37162 -3.44418
C 2.45516 -3.99482 0.37508
O 2.76249 -4.13083 -3.42920
C -1.17022 1.87789 6.80765
O -1.52280 3.74726 8.30343
N -1.83199 -4.44278 -0.50992
H 1.23021 6.81874 2.81012
H -2.83291 -0.75196 -2.09423
C 0.56788 4.73000 3.00003
H 5.58135 2.20684 -2.99886
H 0.39946 -1.46791 -3.90856
O 2.66820 5.93177 3.85804
H 4.38700 6.67611 7.54635
H -0.91644 -6.92754 -0.16316
C 1.99294 -5.26483 2.31065
H -8.49111 0.52475 -0.43882
O -3.52987 -0.33693 -4.05477
O -1.97490 3.37474 -4.19452
C -2.74055 -7.88018 0.76347
C 4.36186 -5.76039 -2.82000
O 1.65075 1.86857 1.04139
H 0.14015 -1.85715 -0.14215
H -1.54835 1.26568 0.70849
H 7.21346 2.94885 -3.55136
O 2.40670 -5.19949 1.09046
H -4.62387 -8.58704 1.42021
C 0.62705 1.83311 5.12671
H -4.50624 -0.42754 -2.15414
H 0.28390 -1.57031 -2.02348
H -0.25793 5.00008 2.34185
C 0.09934 -2.00217 -3.00712
O -6.38529 3.83605 -0.32069
H 0.20465 4.58891 4.01799
C -4.72125 -6.50007 0.84953
H 3.91679 4.93728 7.43201
C 1.66851 5.82159 2.85145
C 0.13201 2.93253 -5.19816
H 1.53376 -3.64849 -0.09308
H -4.01680 2.54964 -2.89653
H 5.39681 1.47937 3.06902
N -1.79896 2.54672 8.01688
C 6.38876 2.92145 -2.83917
H 6.05576 3.95234 -2.95951
C -3.96089 -5.37895 0.49971
H 1.31076 -8.02300 3.86458
O 5.13536 4.05126 -0.61492
O -6.20835 1.76879 0.64151
H 4.05082 2.11213 2.15837
H 2.61121 6.11571 7.61980
H 0.90678 3.71939 2.77216
H -5.03361 1.96666 -8.81477
H 2.05967 5.43100 1.91202
C 4.88565 2.40260 2.79616
H -3.63951 0.78050 -8.43436
C -1.29266 1.49958 -0.32495
H 0.71931 3.00850 6.78911
O -4.65939 2.38465 -0.90399
H 3.01913 -8.09544 5.19051
H -7.80565 2.58139 1.63166
C -4.66187 1.11106 -8.25099
C -7.51662 1.64888 1.14691
H 4.30504 -0.60109 -0.07411
O -2.38429 -3.30742 -0.67961
C -4.51622 0.22009 -4.66736
O 0.99788 -3.16146 -3.14642
H -4.40317 2.37872 -6.49828
C 2.44215 5.97405 5.14535
C 1.58319 -6.97876 4.01774
H -1.86315 -0.15780 4.11789
H 2.71364 -3.15292 1.01732
H 4.79835 -3.60947 -2.93355
C 2.86202 -7.03959 4.97005
H 3.74619 1.11365 -0.16575
H -8.79897 2.29782 -0.56104
```

calculated total energy	-118910.21266	eV
SMILES	O=[N+]([O-])c1ccccc1.O=[N+]([O-])c1ccccc1.O=[N+]([O-])c1ccccc1.COP(=O)(OC)OC.CCOC(=O)OC.CCOC(=O)OC.CCOC(=O)OC.CCOC(=O)OC.CCOC(=O)OC.CCOC(=O)OC
HOMO	-9.565	eV
Kohn-Sham gap	8.247	eV
multiplicity	1

Löwdin atomic charge list, values in e, 5 entries: 0.071 0.089 0.091 0.102 -0.023

Listing maximum force for the structures above in their given order: 0.9, 1.9, 4.9 eV/A.